--- 1 ---
Density functional theory data (ωB97M-V/def2-TZVPD) for C26H33As2I2N2O2Pd as an isolated structure.

Geometry (Å):
I1 -2.10990 1.24507 4.80841
I2 -3.78791 6.33570 2.23755
Pd1 0.09288 0.18462 -0.18934
As1 2.47943 0.87397 0.13697
As2 1.12355 -2.11112 0.43336
O1 0.18814 3.31644 -0.11260
O2 -1.14809 0.75632 1.83631
N1 -1.74722 -0.96471 -0.96982
N2 -0.40671 1.08455 -2.35505
C1 3.03374 0.91927 2.00526
C2 -2.52493 -1.64752 -0.12733
C3 -3.35483 1.92343 0.01819
C4 -2.07162 2.58593 0.57986
C5 -2.42827 4.02251 0.86379
C6 -0.89061 2.49337 -0.38015
C7 -2.98277 3.63824 3.20496
C8 3.54810 2.32282 -0.58472
C9 0.45784 -3.60940 -0.61443
C10 4.94315 -2.95112 -1.18091
C11 1.54540 -3.05258 2.08747
C12 -1.01793 2.36213 -1.86867
C13 -2.25318 -0.56321 -2.13659
C14 5.50451 -1.69134 -1.32988
C15 -1.77204 1.81520 1.88529
C16 3.50132 -0.68551 -0.43238
C17 0.56260 3.61223 1.22534
C18 -2.98688 4.43305 2.11653
C19 -4.36061 -1.56995 -1.63455
C20 -3.55946 -0.84944 -2.50416
C21 -1.32960 0.19435 -3.06009
C22 4.78884 -0.56556 -0.94925
C23 -2.30899 2.34063 3.10935
C24 -3.83647 -1.97831 -0.41821
C25 2.93082 -1.95202 -0.29081
C26 3.66512 -3.07685 -0.65652
H1 4.51552 2.36516 -0.08779
H2 -0.48206 3.19774 -2.32188
H3 0.62383 -3.43570 2.52362
H4 1.07604 -4.49404 -0.47562
H5 5.49810 -3.83351 -1.47163
H6 2.01034 -2.36518 2.79134
H7 -0.55995 -3.84087 -0.30328
H8 -0.72754 -0.53318 -3.60979
H9 3.68937 2.17584 -1.65401
H10 -3.94078 -0.50435 -3.45675
H11 -5.38467 -1.80065 -1.89852
H12 0.45052 -3.32681 -1.66566
H13 -3.19870 0.86314 -0.15424
H14 1.46437 4.21640 1.15875
H15 3.01416 3.25765 -0.43028
H16 0.78324 2.69691 1.78144
H17 -2.34900 4.72969 0.04822
H18 -2.05216 2.41239 -2.21280
H19 -3.67662 2.40049 -0.90684
H20 -0.18937 4.18886 1.76126
H21 -1.93804 0.73186 -3.79603
H22 6.50153 -1.58361 -1.73666
H23 2.79551 1.88736 2.44351
H24 2.22487 -3.87886 1.88400
H25 -4.16135 2.03860 0.74374
H26 5.24877 0.40779 -1.05799
H27 -2.07028 -1.92218 0.81761
H28 0.36975 1.28304 -2.97085
H29 -4.42953 -2.53322 0.29517
H30 2.49096 0.14682 2.54763
H31 3.24372 -4.06741 -0.53741
H32 -3.40817 3.95700 4.14412
H33 4.10469 0.73988 2.08040

The gap between HOMO and LUMO (alpha / beta) comes out at 6.9 / 5.3 eV. Its HOMO energy (alpha / beta) is -8.951 / -10.314 eV. Its total charge is +1. The expectation value of S² is 6.025. Its multiplicity is 5.

--- 2 ---
Density functional theory data (ωB97M-V/def2-TZVPD) for C26H33As2I2N2O2Pd as an isolated structure.

Geometry (Å):
I1 -0.87602 -2.22938 3.14503
I2 1.26521 -6.84341 -0.04250
Pd1 -0.44693 0.16630 0.23598
As1 -0.33866 1.95704 1.89713
As2 -2.40559 1.45777 -0.51056
O1 -2.17224 -1.82481 0.26627
O2 2.21905 -0.16912 1.20435
N1 -0.57214 -1.05849 -2.06100
N2 1.96810 -1.57174 -0.62593
C1 -1.20367 -2.37887 -2.24485
C2 -1.21001 1.76003 3.62773
C3 3.51646 0.04408 1.78452
C4 1.77025 -1.77512 -2.01317
C5 -2.80169 4.36747 -0.50497
C6 -1.27303 3.49354 1.14581
C7 2.40559 -2.79589 -2.65120
C8 -1.31644 -2.72570 0.20722
C9 -2.14645 3.28764 0.07356
C10 -1.73978 5.85637 1.05461
C11 3.23157 -3.70577 -1.96893
C12 0.02414 -4.45160 1.30523
C13 3.01701 0.70611 -0.92982
C14 1.36425 2.72993 2.43399
C15 0.74553 -0.92459 -2.69397
C16 -0.69108 -3.28828 1.38215
C17 -2.59411 5.65070 -0.01841
C18 3.30519 -3.58521 -0.56517
C19 -3.25745 1.60070 -2.26100
C20 -1.08339 4.78036 1.63581
C21 -0.87800 -3.25883 -1.07505
C22 0.23535 -5.05540 0.05591
C23 -3.91771 0.89981 0.58274
C24 -0.16584 -4.41691 -1.13416
C25 2.68335 -2.56828 0.07775
C26 2.12544 -0.21568 -0.15442
H1 -4.56375 1.74614 0.80740
H2 0.98715 0.13942 -2.65470
H3 4.23833 -0.66793 1.38174
H4 4.05948 0.36380 -0.91076
H5 -1.58007 6.85565 1.43760
H6 1.89130 3.08469 1.54992
H7 0.72341 -1.21911 -3.74917
H8 3.74545 -4.49714 -2.49325
H9 -4.21251 2.11983 -2.19330
H10 3.39848 -0.12524 2.85165
H11 2.21636 -2.92488 -3.71056
H12 1.22470 3.55549 3.12929
H13 -3.54262 0.44997 1.49929
H14 -4.47392 0.13877 0.03773
H15 3.86861 1.06077 1.61099
H16 -0.62486 1.07544 4.24013
H17 2.97548 1.70541 -0.49658
H18 1.95044 1.95349 2.91918
H19 2.73019 0.77504 -1.97540
H20 -2.20447 1.34228 3.48169
H21 0.13481 -4.83099 -2.08838
H22 -3.10187 6.48951 -0.47623
H23 3.83354 -4.32141 0.02715
H24 -1.29073 2.72210 4.13106
H25 -3.44542 0.59082 -2.62574
H26 -2.28373 -2.23731 -2.28804
H27 -0.41679 4.95718 2.47098
H28 -3.47786 4.21795 -1.33789
H29 -2.60813 2.12369 -2.96107
H30 0.44378 -4.90262 2.19435
H31 -0.88008 -2.84547 -3.18084
H32 -1.17909 -0.34507 -2.44012
H33 2.67810 -2.46503 1.15120

The gap between HOMO and LUMO (alpha / beta) comes out at 6.5 / 6.6 eV. Its HOMO energy (alpha / beta) is -8.483 / -11.274 eV. Its total charge is +1. The expectation value of S² is 6.075. Its multiplicity is 5.

So which one is most stable? That would be 2, about 10.7 kJ/mol below the next structure.

--- 1 ---
Density functional theory data (ωB97M-V/def2-TZVPD) for a 2-piece molecular cluster, C5H10NO5P overall.

Geometry (Å):
P1 -0.42462 2.57463 -0.56761
O1 2.98334 0.57024 -0.52051
O2 2.31747 2.26854 0.69308
O3 -1.73641 2.41842 0.11996
O4 -0.40190 2.98755 -2.02451
O5 0.31855 3.67120 0.37623
N1 0.23400 -0.00895 -1.10452
C1 0.88559 -1.26649 -0.91791
C2 0.58169 1.06349 -0.35964
C3 -0.11314 0.33527 2.07653
C4 -1.13650 -0.12546 -1.39459
C5 2.10614 1.30894 -0.04885
H1 -1.67954 0.85662 -1.54754
H2 1.18252 3.28771 0.43494
H3 -1.08527 0.70402 2.34513
H4 1.93919 -1.24742 -1.15985
H5 0.67711 -1.43507 0.06949
H6 0.80993 0.58424 2.47781
H7 -0.19938 -0.77323 1.90285
H8 0.52960 -1.86778 -1.75081
H9 -1.51237 -0.62547 -0.47527
H10 -1.46214 -0.67336 -2.27921

The gap between HOMO and LUMO (alpha / beta) comes out at 5.6 / 6.1 eV. Its HOMO energy (alpha / beta) is 0.575 / 0.141 eV. Its total charge is -2.

--- 2 ---
Density functional theory data (ωB97M-V/def2-TZVPD) for a 2-piece molecular cluster, C5H10NO5P overall.

Geometry (Å):
P1 4.30525 0.47967 0.03111
O1 0.58898 -2.59158 -0.18239
O2 4.46332 1.43139 1.17997
O3 -1.57505 -2.46285 0.45673
O4 4.20302 1.08034 -1.31213
O5 4.38643 -0.98957 0.26216
N1 -1.58697 0.52063 -0.23021
C1 -0.53366 -0.40590 -0.25759
C2 0.72633 0.15612 -0.87295
C3 -2.91805 -0.07361 -0.37577
C4 -0.60732 -1.75295 0.08600
C5 -1.54865 1.42875 1.00387
H1 -3.00932 -0.84569 0.33390
H2 -3.74012 0.49353 -0.26359
H3 0.49984 1.24767 -1.08836
H4 1.00994 -0.29823 -1.77020
H5 -0.48710 1.66538 1.14024
H6 -3.12961 -0.53923 -1.31173
H7 -2.20619 2.29000 1.05084
H8 1.24095 -1.97798 0.13355
H9 -1.56861 1.05330 2.04091
H10 1.48659 0.09082 -0.05436

The gap between HOMO and LUMO comes out at 5.5 eV. Its HOMO energy is 0.447 eV. Its total charge is -2.

So which one is most stable? That would be 2, about 124.5 kJ/mol below the next structure.

--- 1 ---
Density functional theory data (ωB97M-V/def2-TZVPD) for an isolated ion of composition C3H5O2 and charge +1.

Geometry (Å):
O1 0.96844 -0.05705 0.06517
O2 -0.96367 1.50585 -0.08791
C1 0.98158 0.18210 1.25101
C2 -1.03660 0.55876 -0.77115
C3 -0.02638 -0.72735 -0.71031
H1 0.24424 -0.89582 -1.77141
H2 -0.39711 -1.54485 -0.20071
H3 1.63683 0.88961 1.67112
H4 0.46866 -0.43218 1.99558
H5 -1.87597 0.52093 -1.44140

The gap between HOMO and LUMO comes out at 9.5 eV. Its HOMO energy is -15.726 eV. Its total charge is +1.

--- 2 ---
Density functional theory data (ωB97M-V/def2-TZVPD) for a 2-piece molecular cluster, C3H5O2 overall.

Geometry (Å):
O1 1.19123 -0.97355 0.04175
O2 2.47196 0.82941 0.77980
C1 1.00438 -1.73900 -0.96304
C2 1.56088 0.24838 0.31471
C3 -0.29130 1.59553 0.15909
H1 0.17022 -2.46057 -0.88797
H2 -0.22938 2.19447 -0.68820
H3 0.11006 1.96621 1.12063
H4 -1.02563 0.75584 0.36118
H5 1.53297 -1.69623 -1.94875

The gap between HOMO and LUMO (alpha / beta) comes out at 6.8 / 7.7 eV. Its HOMO energy (alpha / beta) is -14.423 / -14.652 eV. Its total charge is +1.

So which one is most stable? That would be 1, about 279.4 kJ/mol below the next structure.

--- 1 ---
Density functional theory data (ωB97M-V/def2-TZVPD) for a 2-piece molecular cluster, C4H12NOS2 overall.

Geometry (Å):
S1 -2.95681 -0.71176 -0.49096
S2 3.03232 -1.31542 -0.49921
O1 0.05950 1.04053 -1.55041
N1 -0.70242 0.40166 0.44041
C1 0.34752 2.57824 0.30415
C2 -1.02544 -1.90562 1.09696
C3 -0.12389 1.30946 -0.28995
C4 -1.17267 -0.89409 -0.01976
H1 0.56749 1.71412 -2.03363
H2 -0.90982 0.60594 1.41416
H3 3.65762 -2.02898 -1.42151
H4 -1.63476 -1.62344 1.95278
H5 0.01839 -1.98895 1.39668
H6 -2.75447 -0.56298 -1.79865
H7 -0.60881 -1.17688 -0.90755
H8 4.09545 -1.27471 0.29412
H9 -1.35755 -2.88132 0.75461
H10 1.43520 2.53761 0.40920
H11 0.11130 3.42468 -0.33906
H12 -0.07816 2.75189 1.28762

The gap between HOMO and LUMO comes out at 9.4 eV. Its HOMO energy is -12.931 eV. Its total charge is +1.

--- 2 ---
Density functional theory data (ωB97M-V/def2-TZVPD) for an isolated ion of composition C4H12NOS2 and charge +1.

Geometry (Å):
S1 0.39668 -0.47259 1.17354
S2 -1.14221 -1.37808 2.07401
O1 0.86804 1.27002 -3.52533
N1 1.48887 -0.47328 -1.92510
C1 0.57596 1.83131 -2.24564
C2 -0.31271 0.25759 -0.33798
C3 -2.04362 -0.12856 3.04011
C4 0.87297 0.72125 -1.20585
H1 1.58601 -0.25486 -2.92321
H2 -0.89048 -0.49227 -0.88286
H3 1.28779 2.63875 -2.08894
H4 -1.96684 0.89570 2.69947
H5 0.40880 1.74072 -4.22768
H6 -0.47921 2.08525 -2.19210
H7 2.44405 -0.62342 -1.60373
H8 -1.79086 -0.27402 4.04547
H9 -3.06415 -0.42935 2.87532
H10 1.63653 0.95590 -0.46329
H11 -0.89987 1.15964 -0.16756
H12 0.92794 -1.31868 -1.85488

The gap between HOMO and LUMO comes out at 9.0 eV. Its HOMO energy is -12.248 eV. Its total charge is +1. Its SMILES is CSSC[C@@H]([NH3+])CO.

So which one is most stable? That would be 1, about 57.9 kJ/mol below the next structure.

--- 1 ---
Density functional theory data (ωB97M-V/def2-TZVPD) for C5H7Cl2N in the gas phase.

Geometry (Å):
Cl1 2.31802 -1.33216 -0.19233
Cl2 2.15418 1.69637 0.20699
N1 -2.12004 0.27585 -0.02310
C1 0.34770 0.26352 -1.29137
C2 1.30280 0.09107 0.06757
C3 0.27156 -0.30549 1.34479
C4 -0.97565 -0.40938 0.53592
C5 -0.87201 0.69342 -0.57931
H1 0.95451 0.92410 -1.98239
H2 0.53454 -1.31356 1.78495
H3 -0.99769 -1.46364 0.06613
H4 0.35709 -0.74873 -1.59797
H5 0.29771 0.48550 2.08102
H6 -2.93485 -0.47451 -0.34428
H7 -0.63789 1.61762 -0.07663

The gap between HOMO and LUMO comes out at 9.3 eV. Its HOMO energy is -8.652 eV. Its total charge is 0. Its SMILES is ClC1(Cl)C[C@H]2N[C@@H]2C1.

--- 2 ---
Density functional theory data (ωB97M-V/def2-TZVPD) for C5H7Cl2N in the gas phase.

Geometry (Å):
Cl1 -0.16570 2.62165 -0.28326
Cl2 -3.22853 0.71030 0.21232
N1 0.35237 -1.29994 -0.28346
C1 -1.58788 0.27522 -0.28378
C2 -1.24723 -1.08454 -0.22408
C3 -0.49010 0.96706 -0.41075
C4 1.62855 0.38291 0.84348
C5 0.78724 0.13698 -0.41764
H1 -1.75020 -1.48780 -1.08591
H2 1.43771 0.31481 -1.20980
H3 2.73726 0.03167 0.68088
H4 0.55073 -1.75236 -1.15989
H5 -1.59946 -1.37442 0.78222
H6 0.90183 0.02455 1.73032
H7 1.67342 1.53392 1.10935

The gap between HOMO and LUMO comes out at 9.9 eV. Its HOMO energy is -9.129 eV. Its total charge is 0. Its SMILES is C[C@H]1NCC(Cl)=C1Cl.

So which one is most stable? That would be 2, about 239.7 kJ/mol below the next structure.

--- 1 ---
Density functional theory data (ωB97M-V/def2-TZVPD) for C3H2O2Tl as an isolated structure.

Geometry (Å):
Tl1 -1.61492 -2.90347 -1.52134
O1 -0.58356 -1.12013 -0.79175
O2 1.70004 1.40398 0.08604
C1 -0.48315 1.64021 0.30214
C2 0.60661 0.90096 -0.13654
C3 0.23230 -0.62645 -0.04789
H1 0.75450 -1.19436 0.74638
H2 -0.61182 1.89926 1.36295

The gap between HOMO and LUMO (alpha / beta) comes out at 7.7 / 7.5 eV. Its HOMO energy (alpha / beta) is -13.555 / -13.754 eV. Its total charge is +1.

--- 2 ---
Density functional theory data (ωB97M-V/def2-TZVPD) for C3H2O2Tl as an isolated structure.

Geometry (Å):
Tl1 -0.19697 3.14669 0.71579
O1 -0.26487 1.02522 0.32901
O2 -0.48942 -1.19607 -0.13942
C1 0.29094 -1.69461 0.87433
C2 0.16924 0.07729 -0.27326
C3 -0.63011 -2.29326 1.64991
H1 0.89296 0.14020 -1.10407
H2 1.14982 -2.36277 0.68958

The gap between HOMO and LUMO comes out at 9.1 eV. Its HOMO energy is -14.238 eV. Its total charge is +1.

So which one is most stable? That would be 1, about 51.2 kJ/mol below the next structure.

--- 1 ---
Density functional theory data (ωB97M-V/def2-TZVPD) for a 2-piece molecular cluster, CH8NO overall.

Geometry (Å):
O1 0.22149 0.58891 -0.70916
N1 0.80501 -1.57178 0.59658
C1 -0.95086 1.50808 -0.29186
H1 -1.74883 1.08284 -0.77676
H2 0.24715 -2.44077 0.48448
H3 -0.76649 2.43488 -0.62745
H4 -1.25064 1.45838 0.71800
H5 1.80388 -1.86983 0.78335
H6 0.86330 -0.68861 -0.04301
H7 0.42436 -1.15688 1.49806
H8 0.35165 0.65478 -1.63223

The gap between HOMO and LUMO (alpha / beta) comes out at 4.3 / 12.3 eV. Its HOMO energy (alpha / beta) is -3.487 / -11.725 eV. Its total charge is 0. The expectation value of S² is 0.750. Its multiplicity is 2.

--- 2 ---
Density functional theory data (ωB97M-V/def2-TZVPD) for a 2-piece molecular cluster, CH8NO overall.

Geometry (Å):
O1 -0.70710 -0.34654 0.56286
N1 1.74109 -0.54134 -0.90328
C1 -1.33751 0.95687 0.50477
H1 -1.32899 -0.89697 1.01390
H2 -0.83587 1.58487 1.24559
H3 2.57320 -0.35255 -1.51037
H4 2.00906 -1.26944 -0.21363
H5 -1.28359 1.40792 -0.48021
H6 1.52085 0.34277 -0.40478
H7 0.91501 -0.85194 -1.46033
H8 -2.36932 0.86749 0.84582

The gap between HOMO and LUMO (alpha / beta) comes out at 4.7 / 11.6 eV. Its HOMO energy (alpha / beta) is -3.755 / -10.946 eV. Its total charge is 0. The expectation value of S² is 0.750. Its multiplicity is 2.

So which one is most stable? That would be 2, about 75.9 kJ/mol below the next structure.

--- 1 ---
Density functional theory data (ωB97M-V/def2-TZVPD) for a 2-piece molecular cluster, C3H11N3 overall.

Geometry (Å):
N1 -0.51982 1.47037 3.08553
N2 1.15437 -2.50293 -1.34781
N3 -0.70439 1.74924 0.77828
C1 -1.09608 1.20205 1.98531
C2 0.99725 -0.99005 -1.38803
C3 0.10893 -0.64990 -2.57032
H1 -0.91017 -0.97364 -2.33210
H2 0.58791 -0.65868 -0.43616
H3 0.20357 2.19104 0.77168
H4 -2.11463 0.82886 1.90726
H5 -1.10819 1.02631 3.82289
H6 0.15627 0.43279 -2.73402
H7 -1.25424 2.03985 -0.02321
H8 1.93846 -2.72974 -0.74284
H9 0.31248 -2.76492 -0.82670
H10 2.00932 -0.61146 -1.57529
H11 0.55684 -1.17328 -3.42081

The gap between HOMO and LUMO (alpha / beta) comes out at 3.0 / 9.5 eV. Its HOMO energy (alpha / beta) is 1.196 / -5.399 eV. Its total charge is -1. The expectation value of S² is 0.751. Its multiplicity is 2.

--- 2 ---
Density functional theory data (ωB97M-V/def2-TZVPD) for a 2-piece molecular cluster, C3H11N3 overall.

Geometry (Å):
N1 2.78283 1.54834 -0.22192
N2 -1.45075 -0.59388 -0.89076
N3 2.59382 -0.19707 1.29280
C1 3.08131 0.37707 0.12153
C2 -3.90692 -0.52669 -0.32429
C3 -2.46102 -0.24271 0.09318
H1 1.91411 0.39319 1.75222
H2 -2.37009 0.81867 0.31403
H3 3.65610 -0.38020 -0.41320
H4 -1.26180 -1.59133 -0.88026
H5 -4.09857 -1.61002 -0.30240
H6 -2.24406 -0.83370 0.99580
H7 3.35168 -0.47048 1.91153
H8 -1.78422 -0.35705 -1.82522
H9 3.12782 1.79571 -1.14635
H10 -4.09032 -0.19925 -1.35768
H11 -4.61478 -0.05155 0.36751

The gap between HOMO and LUMO (alpha / beta) comes out at 2.2 / 9.8 eV. Its HOMO energy (alpha / beta) is 1.595 / -5.864 eV. Its total charge is -1. The expectation value of S² is 0.750. Its multiplicity is 2.

So which one is most stable? That would be 1, about 13.0 kJ/mol below the next structure.